No. 1
ORCA calculation (wB97M-V/def2-TZVPD) on a structure of composition C27H39FeN2O5P2Si at a distorted geometry.

Atoms and positions in Å:
1 Fe 0.336409 0.514395 -1.389311
2 O -1.750981 0.201542 -7.110271
3 C -1.351293 0.261756 -5.980107
4 C -1.591274 -0.775139 -4.870427
5 O -2.283924 -1.764293 -4.958142
6 C -0.822066 -0.273061 -3.732785
7 C -0.220895 0.944816 -4.017294
8 O 0.471597 1.536961 -3.096026
9 C -0.491737 1.387740 -5.380000
10 O -0.149664 2.399180 -5.953036
11 O -0.667201 -0.797157 -2.560863
12 C 1.811434 -1.996053 -1.215474
13 P 1.779333 -0.966270 0.322400
14 C 0.576956 -1.750651 1.428096
15 N 0.986693 -2.773757 2.194643
16 C 0.055355 -3.231732 3.098195
17 C 0.386026 -4.302577 3.938338
18 C -0.506916 -4.782354 4.877482
19 C -1.765623 -4.194141 5.000776
20 C -2.116375 -3.138837 4.180620
21 C -1.228367 -2.639448 3.216199
22 N -1.621374 -1.597736 2.413464
23 C -0.689816 -1.185782 1.526501
24 P -1.244668 0.157384 0.450550
25 C -1.490456 1.519848 1.630443
26 C -2.961232 -0.235900 -0.142887
27 C -3.271633 0.724099 -1.297600
28 C -4.004633 -0.011444 0.960493
29 C -3.027171 -1.693082 -0.603934
30 C 3.494536 -1.285986 0.992877
31 C 3.924457 -2.753666 0.964631
32 C 3.531413 -0.775114 2.437327
33 C 4.452002 -0.448565 0.140714
34 H 2.827787 -2.228077 -1.535800
35 H 1.383920 -1.445349 -2.058728
36 H 1.234047 -2.915770 -1.121958
37 H 1.370757 -4.739599 3.823182
38 H -0.227613 -5.611602 5.515428
39 H -2.470693 -4.563382 5.735490
40 H -3.088482 -2.666412 4.251645
41 H -2.064919 1.139589 2.475970
42 H -2.008813 2.359465 1.173098
43 H -0.519547 1.857113 1.990248
44 H -3.156887 1.769136 -0.996360
45 H -4.313280 0.584990 -1.597869
46 H -2.642691 0.541721 -2.164692
47 H -4.118927 1.047379 1.198974
48 H -3.754825 -0.561941 1.865517
49 H -4.967924 -0.365838 0.583942
50 H -2.261858 -1.923384 -1.341317
51 H -4.002127 -1.862435 -1.068438
52 H -2.931503 -2.363279 0.250830
53 H 3.209287 -3.374304 1.498857
54 H 4.902911 -2.841844 1.447259
55 H 4.033570 -3.129526 -0.053088
56 H 2.911377 -1.395794 3.082257
57 H 3.180985 0.258621 2.504589
58 H 4.561045 -0.802329 2.804057
59 H 4.467869 -0.772824 -0.901776
60 H 5.466765 -0.556633 0.534066
61 H 4.188881 0.610757 0.163165
62 C -0.976353 4.600866 -0.124244
63 Si 0.569088 4.007447 -1.030392
64 C 0.368333 4.423622 -2.838737
65 C 2.048590 4.981464 -0.355006
66 C 0.986795 2.232420 -0.540019
67 H -1.086570 5.678770 -0.266115
68 H -0.934244 4.408896 0.947764
69 H -1.877715 4.127960 -0.519299
70 H 0.222750 5.505908 -2.907733
71 H -0.484010 3.927687 -3.298573
72 H 1.236831 4.149314 -3.434834
73 H 1.880717 6.055161 -0.467716
74 H 2.961027 4.729674 -0.897475
75 H 2.221287 4.779063 0.702754
76 H 1.162255 2.109325 0.529546
77 H 1.943194 1.958994 -1.024057

Atoms 1-2, force components in eV/Å:
Fe -0.7 0.8 0.5
O 0.0 0.0 0.0

Output
Relative energy (zero: lowest compared OMol25 entry of this formula, charge and spin)   21.0 kcal per mole
Multiplicity   5
LUMO level (spin up / spin down)   1.0610 / 2.2568 eV
Net charge   -1
Calculated total energy   -3773.93903 Eh
<S²>   6.322

Charges computed using Mulliken, reported in e: -0.05, -0.60, 0.46, -0.22, -0.65, 0.46, 1.20, -0.88, -0.10, -0.65, -0.53, -1.57, 1.61, -0.14, -0.37, 0.00, -0.26, -0.60, -0.52, -0.45, -0.11, 0.02, -1.23, 1.91, -1.59, 2.04, -1.72, -1.86, -1.98, 1.73, -1.61, -1.89, -1.82, 0.45, 0.34, 0.29, 0.41, 0.37, 0.36, 0.41, 0.53, 0.24, 0.41, 0.26, 0.59, 0.08, 0.32, 0.25, 0.57, 0.21, 0.57, 0.35, 0.20, 0.53, 0.31, 0.32, 0.31, 0.54, 0.32, 0.54, 0.32, -1.07, 0.07, -0.95, -1.14, -0.36, 0.42, 0.36, 0.26, 0.38, 0.21, 0.33, 0.31, 0.32, 0.31, 0.81, 0.31

No. 2
ORCA calculation (wB97M-V/def2-TZVPD) on a structure of composition C27H39N2O5Pd at a distorted geometry.

Atoms and positions in Å:
1 O 2.177140 -1.679916 -4.076562
2 C 3.615543 -1.928944 -3.937554
3 C 3.718530 -2.799681 -5.178609
4 H 3.849041 -2.508318 -3.038560
5 H 4.171751 -0.985438 -3.953876
6 C 2.176411 -2.627765 -5.184379
7 H 4.062535 -3.828725 -5.030783
8 H 4.222275 -2.337586 -6.030020
9 C 1.480766 -3.922678 -4.862950
10 H 1.831575 -4.331933 -3.913126
11 H 1.694653 -4.662032 -5.653356
12 H 0.398354 -3.751833 -4.814331
13 C 1.722782 -2.073024 -6.515968
14 H 2.304073 -1.177203 -6.758886
15 H 0.646068 -1.879120 -6.504703
16 H 1.936778 -2.841879 -7.274190
17 Pd -0.518429 1.106241 -0.251138
18 C -2.175446 3.172456 -0.549900
19 C -1.269464 3.421798 0.502714
20 C 0.065790 3.181658 0.011162
21 H -1.510784 3.799324 1.486912
22 C -0.038232 2.837150 -1.390242
23 C -1.444884 2.687232 -1.675938
24 H -1.844321 2.345594 -2.630404
25 H -3.248257 3.381227 -0.525717
26 H 1.000076 3.358503 0.537774
27 H 0.787928 2.695209 -2.088820
28 C -3.772132 0.373355 1.051539
29 C -3.509772 0.719563 -0.284056
30 C -2.379897 -0.072566 -0.763139
31 H -4.099676 1.383202 -0.907097
32 C -2.084664 -1.025066 0.311773
33 C -2.869718 -0.681547 1.426807
34 H -2.858137 -1.198604 2.389940
35 H -4.547073 0.778265 1.682658
36 H -2.051944 -0.152072 -1.798021
37 H -1.466834 -1.907732 0.201797
38 O 1.612920 -3.208498 -1.905449
39 C 0.581913 -2.201617 -1.938615
40 C 1.182281 -0.800194 -1.751072
41 H -0.086803 -2.377684 -1.087866
42 H 0.004702 -2.330250 -2.857931
43 C 2.493910 -1.122298 -1.009081
44 H 0.523203 -0.170925 -1.111302
45 H 1.362652 -0.311346 -2.712034
46 C 2.604169 -2.667054 -1.001068
47 H 2.399460 -0.769050 0.020290
48 H 3.363329 -0.668420 -1.495650
49 H 2.402677 -3.025941 0.018790
50 H 3.597393 -2.982148 -1.332111
51 C -3.090294 2.271827 4.023382
52 C -2.253684 1.099840 4.488710
53 C -0.704367 1.276821 4.464275
54 C -0.202732 2.248411 5.576064
55 C -0.728391 3.665407 5.606785
56 C -0.057565 -0.085006 4.776083
57 O 0.021511 -0.569473 5.896456
58 N 0.427850 -0.777149 3.680554
59 C 0.274097 -0.481676 2.316184
60 O 0.584667 -1.349330 1.494456
61 N -0.202703 0.759743 2.030342
62 C -0.217405 1.683670 3.048274
63 O 0.114481 2.866186 2.878445
64 H -3.081775 3.087654 4.754351
65 H -4.129709 1.941129 3.899311
66 H -2.744184 2.664546 3.056133
67 H -2.517842 0.845229 5.523804
68 H -2.500764 0.219908 3.877274
69 H -0.400788 1.763557 6.543710
70 H 0.892622 2.280280 5.474496
71 H -1.760329 3.714662 5.965879
72 H -0.099292 4.225723 6.306847
73 H -0.635897 4.112293 4.611385
74 H 0.798287 -1.695941 3.859147

Atoms 1-2, force components in eV/Å:
O 1.2 -0.5 -1.1
C 0.4 0.3 0.5

Output
Relative energy (zero: lowest compared OMol25 entry of this formula, charge and spin)   0.0 kcal per mole
Multiplicity   5
LUMO level (spin up / spin down)   -2.7566 / -7.0336 eV
Net charge   +1
Calculated total energy   -1665.34227 Eh
<S²>   6.020

Charges computed using Mulliken, reported in e: -0.26, -0.04, -0.96, -0.17, 0.33, 1.51, 0.28, 0.34, -1.74, 0.35, 0.48, 0.33, -1.68, 0.39, 0.37, 0.38, -0.80, -0.40, 0.08, -0.77, 0.77, -0.92, -0.59, 0.49, 0.65, 0.53, 0.58, -0.64, -1.23, -0.21, 0.78, -0.20, -0.65, 0.72, 0.55, 0.86, 0.63, -0.41, -0.28, 4.48, 0.08, 0.30, -0.77, -3.01, 0.72, -1.03, 0.41, 0.31, 0.37, 0.44, -0.97, -0.43, 2.09, -0.83, -1.35, -0.54, -0.63, 0.00, -0.02, -0.62, 0.72, -0.77, -0.63, 0.30, 0.42, 0.00, 0.46, -0.12, 0.43, 0.45, 0.30, 0.47, 0.24, 0.32

What is the <S²> in the first record?
6.322